Density functional theory data (ωB97M-V with the def2-TZVPD basis set) for a molecular structure, C23H35CoN4PS7.

Properties
Expectation value of S²: 3.788
LUMO level (alpha / beta) (Eh): 0.0134 / -0.0318
Spin multiplicity: 4
Kohn-Sham gap (alpha / beta) (eV): 5.80 / 5.21
E_HOMO (alpha / beta) (eV): -5.44 / -6.08

Each line ends with the Mulliken spin population.
Cartesian coordinates (Å):
Co 0.9414 0.5634 -0.5850  1.730
C 3.4116 -1.5797 2.6343  0.002
C 2.5504 -0.4232 2.1445  0.008
S 2.8193 0.4149 0.5875  0.035
C 4.0904 -0.2710 -0.5048  0.008
C 3.6108 -1.2111 -1.6080  -0.002
S 1.8067 -1.4782 -1.4560  0.073
C 1.4169 -2.7369 -0.1752  0.020
C 2.5249 -3.4042 0.5509  0.009
S 2.4950 -3.1414 2.3767  0.001
H 3.5079 -1.6261 3.7324  0.000
H 4.3839 -1.6435 2.1974  -0.001
H 2.7916 0.3949 2.8266  0.004
H 1.4547 -0.6678 2.3196  -0.004
H 4.8229 -0.7807 0.1599  -0.002
H 4.5851 0.6165 -0.8711  -0.002
H 4.0864 -2.1948 -1.6698  -0.002
H 3.7164 -0.6609 -2.5669  -0.002
H 0.8787 -3.4510 -0.8094  0.002
H 0.6940 -2.2570 0.5533  -0.022
H 3.5292 -3.1560 0.2043  -0.002
H 2.4545 -4.5352 0.5627  0.000
S 0.0121 1.9634 0.7005  0.074
S -1.9786 4.2978 2.4986  0.615
S -0.1263 4.7979 2.1184  0.371
S 1.1647 3.0295 1.9669  0.019
C -3.2705 -4.6800 2.8556  0.000
C -3.0005 -3.3847 3.5331  0.000
N -1.8533 -2.7533 3.3171  0.000
C -1.9157 -1.5702 4.0303  0.000
C -3.0795 -1.5530 4.7670  -0.001
N -3.7385 -2.7540 4.4407  0.000
H -3.3272 -4.4511 1.7996  0.000
H -4.2309 -5.0879 3.2972  0.000
H -2.4099 -5.3496 3.0400  0.000
H -1.1572 -0.8323 4.0690  0.000
H -3.4691 -0.8588 5.4962  0.000
H -4.6258 -3.1064 4.7451  0.000
C 2.2482 1.9568 -3.3380  0.017
P 1.5068 2.3126 -1.7005  0.049
C 2.8956 3.3214 -1.0171  -0.011
C 0.1458 3.4429 -2.0175  0.010
C -0.7369 3.2803 -3.0376  0.008
C -2.0531 3.8308 -2.8806  0.002
C -2.4781 4.4953 -1.7393  -0.006
C -1.4646 4.7379 -0.7520  0.015
C -0.1452 4.2936 -0.9018  0.028
H 1.5282 1.9347 -4.2144  0.001
H 2.8401 1.0684 -3.3146  -0.010
H 2.9583 2.7669 -3.4686  0.001
H 3.1080 4.1940 -1.6785  0.000
H 3.8318 2.7740 -0.9426  0.002
H 2.6010 3.6292 0.0075  0.003
H -0.5112 2.6750 -3.8870  -0.001
H -2.7737 3.7674 -3.7384  0.000
H -3.5166 4.8581 -1.5849  -0.002
H -1.7409 5.1690 0.1848  0.024
H 0.5975 4.4725 -0.1423  -0.042
N -4.4922 -1.7724 -2.3581  -0.002
C -3.2841 -1.3020 -1.9749  -0.007
C -2.5722 -0.3357 -2.7584  0.000
C -1.3172 0.1149 -2.2973  -0.027
N -0.7705 -0.3126 -1.1315  0.007
C -1.5038 -1.1311 -0.3489  -0.074
C -2.6874 -1.7022 -0.7697  -0.002
H -4.9098 -1.3918 -3.1857  0.000
H -4.7296 -2.7420 -2.2052  0.000
H -3.0142 0.1372 -3.6520  0.001
H -0.8389 0.8364 -2.9260  0.016
H -1.1202 -1.4354 0.6026  0.067
H -3.1672 -2.4227 -0.1101  0.000

Force components x, y, z for each atom (eV/Å):
1.0243 -1.0826 -0.1209
-1.5724 -1.1063 -0.0831
-0.1936 0.0072 1.9754
0.8815 1.2692 -0.2824
0.8909 -1.3520 1.8845
-1.0390 0.2491 -0.0483
0.2712 -0.3469 -1.5760
-1.3121 0.6372 -0.4269
0.9355 -1.5695 1.7044
0.5721 -0.3121 -0.3181
0.0472 0.5507 -0.4179
0.7051 0.0518 -0.2738
-0.3443 0.1263 0.0925
1.2952 0.3505 -0.6117
-0.2149 0.2709 -0.5058
0.0839 0.1622 -0.2631
0.2822 0.4310 0.0699
-0.1906 -0.7796 0.3802
-0.1192 -0.0291 0.5369
0.9251 -0.6276 -0.9372
-0.0815 -0.0488 -0.0910
-0.0282 1.2557 -0.5297
-1.9540 0.1009 2.2394
0.7936 -0.0428 0.0909
0.1141 -0.4213 1.1391
-0.6871 0.9539 0.6398
-0.8603 -0.1731 1.3312
2.5535 -0.0390 -0.4171
-0.3835 0.6860 -0.4960
-1.6894 -1.3191 0.8564
0.0458 -0.5633 -0.2570
-0.1664 1.0850 0.3065
-0.3226 -0.4197 -0.2824
1.0681 0.0232 -0.9380
-0.6315 0.1782 -0.1209
0.6292 0.3743 -0.2305
-0.0273 -0.1016 -0.1659
-0.1829 0.3231 0.2646
-0.6819 1.3498 -1.2491
1.3131 -0.7103 -1.5266
-0.5950 0.9420 0.0582
1.2153 1.1131 1.4814
-2.2943 0.9731 0.6197
-0.5162 -0.0494 -1.5027
1.6427 0.1016 0.6707
-0.1111 -0.3188 -1.0218
-1.8904 -0.4669 -1.6139
0.8594 -0.0730 1.0765
0.0758 -0.7969 0.0402
0.1192 0.2538 -0.7074
-0.3533 -0.3949 0.5402
-0.1150 -0.3815 -0.0001
0.4231 0.0431 -0.6600
0.0788 -0.2038 -0.5147
0.7489 -0.2215 0.8463
0.9388 -0.3704 -0.2466
-0.1967 0.5642 0.0211
-0.0349 0.0813 -0.1771
-1.0787 -0.5749 -0.2962
1.6356 1.0717 -0.3682
0.2677 0.0076 1.1140
-2.0946 -1.5756 0.3540
-1.5955 0.7279 -0.5602
-0.0941 -0.1494 -1.5671
-0.1760 0.0418 0.0524
0.1073 0.0406 -0.2200
0.0952 0.2426 0.2509
0.2792 -0.5140 0.4640
0.6968 0.1055 0.2373
0.2879 0.1959 0.4411
-0.0750 0.1935 -0.1546


Density functional theory data (ωB97M-V with the def2-TZVPD basis set) for a molecular structure, C31H30IN5O2SSbSe4Ti.

Properties
Expectation value of S²: 0.799
Net charge: -2
Energy above the lowest of the compared OMol25 structures with the same formula, charge and spin (kcal/mol): 32.3
LUMO level (alpha / beta) (Eh): 0.1154 / 0.1153
Spin multiplicity: 2
Kohn-Sham gap (alpha / beta) (eV): 4.25 / 4.95
E_HOMO (alpha / beta) (eV): -1.11 / -1.81

Each line ends with the Mulliken spin population.
Cartesian coordinates (Å):
Ti -0.0280 0.0103 0.1745  0.001
C 4.6571 -5.8041 -1.1780  0.004
O 5.9071 -5.2713 -0.8230  0.005
C 5.9079 -4.3555 0.2150  0.068
C 7.0630 -3.5967 0.3798  -0.032
C 7.1363 -2.6600 1.3886  0.040
C 6.0645 -2.4184 2.2700  -0.010
C 4.9175 -3.2026 2.0881  0.079
C 4.8447 -4.1616 1.0837  -0.038
N 6.2999 -1.5162 3.2992  0.323
N 5.3032 -0.9130 3.9132  0.224
C 4.1030 -0.6290 3.3444  -0.058
C 3.0239 -0.4417 4.2271  0.150
C 1.7142 -0.2946 3.7879  -0.064
C 1.4117 -0.2827 2.4392  0.098
O 0.1285 -0.2823 1.9787  0.015
C 2.4737 -0.2794 1.5124  0.041
N 2.1570 -0.1498 0.1760  0.046
C 3.1274 -0.0338 -0.7017  -0.034
C 4.4778 -0.0284 -0.3487  0.071
C 4.8135 -0.2259 0.9699  -0.014
C 3.8219 -0.4078 1.9430  0.014
H 4.8076 -6.3721 -2.0948  0.000
H 3.9200 -5.0134 -1.3562  -0.001
H 4.2684 -6.4798 -0.4057  0.001
H 7.8922 -3.7513 -0.3000  0.000
H 8.0311 -2.0620 1.5135  0.005
H 4.0703 -3.0644 2.7502  0.013
H 3.9431 -4.7478 0.9822  -0.007
H 3.2478 -0.4776 5.2854  0.016
H 0.9002 -0.1984 4.4963  0.001
H 2.8294 0.1002 -1.7366  0.004
H 5.2324 0.1265 -1.1058  0.006
H 5.8526 -0.2232 1.2702  0.009
I -0.0884 0.3737 -2.8300  0.001
C -2.1754 0.3100 -2.7544  0.000
C -2.8427 0.3863 -3.9415  0.000
C -4.2534 0.3520 -3.9446  0.000
C -4.9323 0.2571 -2.7678  0.000
C -4.2475 0.1996 -1.5283  0.001
C -4.9647 0.1458 -0.3102  -0.002
C -4.2910 0.1693 0.8763  0.001
C -2.8824 0.2088 0.9035  -0.001
C -2.1235 0.1682 -0.2490  0.004
C -2.8258 0.2126 -1.4913  -0.002
H -2.3010 0.4907 -4.8715  0.000
H -4.7851 0.4163 -4.8859  0.000
H -6.0167 0.2477 -2.7582  0.000
H -6.0479 0.1162 -0.3413  0.000
H -4.8393 0.1661 1.8118  0.000
H -2.3960 0.2818 1.8721  -0.001
Se 2.1170 5.5238 0.3003  0.000
Sb -0.2311 4.9873 0.2772  0.000
Se 0.0796 2.2311 0.2183  0.017
Se -1.4113 5.1135 -1.8308  0.001
Se -1.5045 5.1602 2.3159  0.000
C 0.4407 -5.8229 2.9267  0.000
C 1.4929 -5.1651 2.0410  -0.001
N 0.9839 -4.0228 1.3103  0.002
C 0.3594 -4.0339 0.1163  -0.001
S -0.1944 -2.6043 -0.5549  0.002
N 0.2020 -5.2319 -0.4962  0.000
C -0.6984 -5.4242 -1.6262  0.000
C -2.1374 -5.6458 -1.1882  0.000
H 0.8604 -6.6872 3.4437  0.000
H -0.4213 -6.1552 2.3444  0.000
H 0.0805 -5.1173 3.6749  0.000
H 1.9184 -5.8847 1.3350  0.000
H 2.3263 -4.8140 2.6484  0.001
H 1.0464 -3.1067 1.7324  0.002
H 0.3248 -6.0396 0.0948  0.000
H -0.3197 -6.2690 -2.2051  0.000
H -0.6281 -4.5348 -2.2483  0.000
H -2.2234 -6.5127 -0.5286  0.000
H -2.7775 -5.8135 -2.0553  0.000
H -2.5054 -4.7650 -0.6617  0.000

Force components x, y, z for each atom (eV/Å):
-0.3777 2.1273 0.2394
-0.0294 -0.0115 0.0162
0.0256 0.0454 0.0063
-0.0272 -0.0110 -0.0111
-0.0225 0.0010 0.0031
0.0128 -0.0413 -0.0549
0.2501 -0.1483 0.2013
-0.0673 -0.0773 0.0540
0.0470 0.0173 -0.0481
-0.1440 0.1217 -0.2586
0.1476 -0.0473 0.1872
-0.1386 0.0679 0.0505
-0.1039 -0.0401 -0.0118
0.1281 -0.0445 0.1511
-0.2222 -0.2018 -0.1432
0.5566 -0.7433 0.3900
0.2318 -0.1748 0.0510
-0.0153 -0.5350 0.1965
0.0866 0.0456 -0.1378
-0.1515 0.0251 -0.0367
0.0929 0.0439 0.0294
0.0444 0.1419 -0.0698
0.0012 -0.0003 0.0017
-0.0033 -0.0164 -0.0014
-0.0094 0.0037 -0.0078
-0.0012 0.0008 -0.0115
0.0151 -0.0195 0.0417
0.0239 0.0003 -0.0200
-0.0383 0.0071 -0.0285
-0.0145 -0.0109 0.0097
0.0070 -0.0129 0.0024
0.0099 -0.0494 0.0277
-0.0019 0.0038 -0.0132
-0.0723 0.0191 -0.0011
0.0368 -0.2835 -0.1704
-0.1159 -0.0860 0.0557
-0.0406 0.0210 0.0091
0.0335 0.0041 -0.0272
-0.0054 0.0064 0.0309
-0.1025 0.0191 -0.0060
0.0445 -0.0136 -0.0117
-0.0229 0.0916 0.0258
-0.0294 -0.1831 -0.0271
-0.0227 -0.4954 -0.3532
0.0504 -0.0485 -0.0216
0.0044 -0.0223 -0.0038
0.0033 0.0063 -0.0061
-0.0043 -0.0002 0.0054
-0.0087 0.0142 -0.0014
-0.0003 0.0299 -0.0028
0.0212 -0.1024 -0.0510
-0.1551 0.0254 0.0067
-0.1338 0.4305 -0.1283
0.2407 -0.1691 0.1219
0.0498 0.0701 0.1246
0.0774 0.0424 -0.1342
-0.0248 -0.0367 0.0091
-0.0176 -0.0405 0.0269
-0.0485 0.1097 -0.2294
0.2525 0.2240 0.6839
-0.4788 -0.1594 -0.8029
-0.0739 -0.0167 0.1463
0.0740 0.0308 -0.0631
-0.0204 0.0283 -0.0190
0.0095 0.0003 -0.0004
-0.0060 -0.0023 -0.0048
0.0007 0.0138 -0.0099
0.0139 0.0200 0.0220
0.0085 0.0068 0.0064
0.1013 0.0401 0.0334
0.0496 -0.0036 -0.0565
-0.0292 -0.0219 0.0287
0.0198 -0.0210 -0.0134
0.0045 -0.0086 -0.0043
-0.0031 -0.0071 -0.0057
0.0073 0.0011 0.0137


Density functional theory data (ωB97M-V with the def2-TZVPD basis set) for a molecular structure, C6H14HgO3.

Properties
Expectation value of S²: 0.763
Net charge: +1
Energy above the lowest of the compared OMol25 structures with the same formula, charge and spin (kcal/mol): 3.3
LUMO level (alpha / beta) (Eh): -0.1484 / -0.1697
Spin multiplicity: 2
Kohn-Sham gap (alpha / beta) (eV): 7.94 / 9.00
E_HOMO (alpha / beta) (eV): -11.98 / -13.62

Each line ends with the Mulliken spin population.
Cartesian coordinates (Å):
C 1.8000 0.7358 2.6294  0.001
O 1.1687 1.8633 2.1126  -0.001
C 1.7355 -0.4357 1.6511  -0.005
O 0.3643 -0.5088 1.2200  0.061
C 0.0437 -1.2467 0.0837  0.517
C -1.4003 -0.9731 -0.2297  -0.023
O -1.5202 0.4599 -0.2661  0.004
C -2.5689 0.9394 -1.1040  0.000
Hg -0.3421 1.3949 1.0634  0.002
H 1.3382 0.4140 3.5846  0.000
H 2.8694 0.9204 2.8419  0.000
H 2.0241 -1.3914 2.1089  0.001
H 2.3567 -0.2416 0.7633  0.000
H 0.3298 -2.3012 0.1406  -0.003
H 0.6726 -0.6798 -1.2226  -0.040
H -2.1210 -1.3792 0.4984  0.021
H -1.6335 -1.4044 -1.2129  0.008
H -2.5453 2.0325 -1.0656  0.000
H -2.4017 0.5982 -2.1339  -0.001
H -3.5277 0.5687 -0.7171  0.001
C 0.8532 0.0577 -2.5179  0.455
H 0.5848 1.0913 -2.2828  -0.002
H 1.8779 -0.1109 -2.8565  0.006
H 0.0419 -0.4032 -3.0888  0.000

Force components x, y, z for each atom (eV/Å):
0.2394 -1.1699 0.6831
1.7623 1.7629 1.2369
0.7633 -0.2901 -0.1113
1.4436 -4.5219 0.1784
0.0693 -0.2788 -0.6064
0.2214 -0.8942 -0.1064
-1.2591 -0.4998 -1.2748
-0.8200 0.4474 -0.3414
-2.0066 4.4504 -0.3862
0.1055 0.1852 -0.2866
-0.4540 0.2410 -0.1823
-0.0634 0.2839 -0.0765
-0.1460 -0.0584 0.1854
0.0153 0.2152 -0.1322
0.0810 0.6913 -0.5800
0.2471 0.1914 -0.0238
-0.0049 0.3195 0.1682
-0.0540 -0.2830 -0.0409
-0.0270 0.0603 0.2972
0.1935 0.1393 -0.2086
-0.7616 -0.7370 1.6061
0.3737 -0.1656 0.0275
-0.4065 -0.0025 0.0877
0.4875 -0.0866 -0.1131


Max |F| per entry: 3.0 2.2 4.9 eV/Å